Computed, not measured: a cluster of 2 separate species, C3H3BrN2S3 in total at a distorted geometry, with ωB97M-V/def2-TZVPD.

XYZ file:
```
12
Properties=species:S:1:pos:R:3:forces:R:3
C 0.4989 1.6114 -0.9492 -0.9 1.0 -0.9
C 1.4986 -0.4937 -0.1506 2.4 -0.1 0.8
C -1.1313 -1.1192 1.3963 -2.5 0.6 -1.3
N -0.2990 0.4842 -0.8872 0.6 1.1 -0.8
N 0.2411 -0.6121 -0.5068 -0.4 -2.3 0.4
S -0.1101 3.0191 -1.5553 0.5 -0.3 0.3
S 2.4927 -1.6814 0.5178 -0.9 0.7 -0.5
S 2.1049 1.1754 -0.4289 -1.0 -0.4 0.1
Br -2.5129 0.1781 1.2005 1.0 -0.6 0.7
H -1.3146 -1.9071 0.7245 -0.1 -1.0 -0.2
H -0.2405 -1.0331 1.9065 1.3 0.7 1.4
H -1.2277 0.3784 -1.2675 -0.1 0.8 -0.1
```
Positions in Å, forces in eV/Å.

Calculated values
Kohn-Sham gap (spin up / spin down) = 8.19 / 5.75 eV
E_tot = -3994.0684 Ha
energy relative to the best compared isomer or geometry (same formula, charge and spin) = 2.270 eV
molecular weight = 243.2 g/mol
multiplicity = 1